# 1
DFT (ωB97M-V/def2-TZVPD) results for a single C4H9NO2 molecule.

Summary:
- Frontier orbital gap: 10.17 eV
- Net charge: 0
- Lowest unoccupied orbital energy: 0.0224 hartree
- Molecular weight: 103.1 g/mol
- SMILES: C[C@H](O)[C@@H](N)C=O
- Electronic energy: -9877.8667 eV
- Multiplicity: 1
- ΔE to the lowest compared entry with this formula, charge and spin: 50.59 kcal per mole

Each line ends with the Löwdin charge.
CARTESIAN COORDINATES (ANGSTROEM)
C 0.79 -1.77 -0.49  -0.0442
C 0.82 -0.24 -0.15  -0.3894
O 1.29 -0.21 1.19  -0.0468
C -0.53 0.52 -0.35  -0.2873
N -1.50 -0.20 0.53  0.0234
C -0.53 2.00 -0.04  -0.2266
O 0.40 2.73 -0.27  0.0654
H 1.41 -2.46 0.06  0.0721
H 0.86 -2.01 -1.54  0.0716
H -0.22 -1.97 -0.15  0.0558
H 1.64 0.19 -0.81  0.1517
H 1.69 0.65 1.36  0.0991
H -0.90 0.33 -1.42  0.1804
H -2.48 0.04 0.41  0.0738
H -1.25 0.00 1.50  0.0813
H -1.51 2.44 0.17  0.1199

# 2
DFT (ωB97M-V/def2-TZVPD) results for a gas-phase ion, C4H9NO2 (charge +1).

Summary:
- Frontier orbital gap (spin up / spin down): 10.71 / 4.98 eV
- <S²>: 0.76
- Net charge: +1
- Lowest unoccupied orbital energy (spin up / spin down): -0.1488 / -0.3426 hartree
- Molecular weight: 103.1 g/mol
- Electronic energy: -9867.1856 eV
- Multiplicity: 2
- ΔE to the lowest compared entry with this formula, charge and spin: 92.62 kcal per mole

Each line ends with the Löwdin charge.
CARTESIAN COORDINATES (ANGSTROEM)
C 0.41 0.41 -1.55  -0.2751
O 0.50 -0.42 -2.65  0.0119
C -0.25 -0.12 -0.32  -0.3100
C 0.20 0.76 0.90  -0.0517
C -0.74 0.72 2.24  -0.1481
O -0.56 0.02 3.23  0.0907
N 0.07 -1.57 -0.13  0.3308
H -0.21 1.36 -1.62  0.1608
H 1.48 0.75 -1.43  0.1596
H -0.10 -1.14 -2.38  0.0977
H -1.31 0.09 -0.55  0.1692
H 0.38 1.77 0.62  0.1023
H 1.24 0.47 1.41  0.1734
H -1.81 0.87 2.01  0.1352
H -0.45 -2.33 0.24  0.1443
H 1.15 -1.64 -0.02  0.2089

# 3
DFT (ωB97M-V/def2-TZVPD) results for a gas-phase ion, C4H9NO2 (charge +1).

Summary:
- Frontier orbital gap (spin up / spin down): 8.64 / 5.54 eV
- <S²>: 0.76
- Net charge: +1
- Lowest unoccupied orbital energy (spin up / spin down): -0.2264 / -0.3352 hartree
- Molecular weight: 103.1 g/mol
- Electronic energy: -9866.2153 eV
- Multiplicity: 2
- ΔE to the lowest compared entry with this formula, charge and spin: 115.00 kcal per mole

Each line ends with the Löwdin charge.
CARTESIAN COORDINATES (ANGSTROEM)
O -1.10 2.07 0.79  0.2363
C 0.03 1.86 0.92  -0.0409
C 0.64 0.22 0.66  -0.1791
C 0.33 0.37 -0.79  -0.1059
C 0.16 -1.07 -1.68  -0.1235
O 0.34 -2.27 -0.96  -0.0183
N -0.19 -0.76 1.46  0.1164
H 0.69 2.46 0.28  0.1774
H 1.68 0.02 0.89  0.1581
H 0.97 1.07 -1.34  0.1399
H -0.72 0.60 -0.90  0.1024
H 0.78 -1.01 -2.56  0.1267
H -0.91 -1.00 -1.91  0.1202
H 0.09 -1.97 -0.07  0.0508
H -0.47 -0.25 2.32  0.1273
H -1.10 -0.38 1.10  0.1120

# 4
DFT (ωB97M-V/def2-TZVPD) results for a gas-phase ion, C4H9NO2 (charge +1).

Summary:
- Frontier orbital gap (spin up / spin down): 10.77 / 6.27 eV
- <S²>: 0.76
- Net charge: +1
- Lowest unoccupied orbital energy (spin up / spin down): -0.1642 / -0.3249 hartree
- Molecular weight: 103.1 g/mol
- Electronic energy: -9868.6372 eV
- Multiplicity: 2
- ΔE to the lowest compared entry with this formula, charge and spin: 59.14 kcal per mole

Each line ends with the Löwdin charge.
CARTESIAN COORDINATES (ANGSTROEM)
C 0.89 -1.09 -1.31  -0.0096
N -0.20 -0.08 -1.34  0.1350
C -0.30 0.69 -0.06  -0.1970
C -1.22 -0.11 0.87  -0.2053
O -1.20 0.54 2.11  -0.0250
C 1.14 0.81 0.48  -0.1692
O 1.90 1.64 0.13  0.2193
H 0.70 -1.86 -2.06  0.1206
H 0.95 -1.58 -0.35  0.0989
H 1.78 -0.51 -1.54  0.1208
H 0.07 0.65 -2.01  0.1643
H -0.79 1.64 -0.30  0.1736
H -2.22 -0.01 0.45  0.1433
H -0.89 -1.14 0.95  0.1331
H -1.96 0.26 2.62  0.1158
H 1.35 0.15 1.35  0.1815

# 5
DFT (ωB97M-V/def2-TZVPD) results for a gas-phase ion, C4H9NO2 (charge +1).

Summary:
- Frontier orbital gap (spin up / spin down): 12.10 / 6.99 eV
- <S²>: 0.77
- Net charge: +1
- Lowest unoccupied orbital energy (spin up / spin down): -0.1528 / -0.3400 hartree
- Molecular weight: 103.1 g/mol
- Electronic energy: -9869.1696 eV
- Multiplicity: 2
- ΔE to the lowest compared entry with this formula, charge and spin: 46.87 kcal per mole

Each line ends with the Löwdin charge.
CARTESIAN COORDINATES (ANGSTROEM)
C -0.53 0.79 0.17  -0.0893
N 0.41 0.87 1.26  0.2738
C 1.78 1.07 1.04  -0.3969
O 2.09 0.76 -0.25  0.1678
O 2.52 1.19 2.07  0.1762
C -0.40 -0.51 -0.71  -0.2001
C -1.69 -1.32 -0.75  -0.0852
H -0.34 1.51 -0.60  0.1365
H -1.58 0.88 0.39  0.1441
H 0.19 0.31 2.02  0.1668
H 3.03 0.65 -0.17  0.1454
H -0.07 -0.25 -1.79  0.1572
H 0.43 -1.14 -0.37  0.1118
H -1.92 -1.64 0.29  0.1001
H -1.38 -2.22 -1.34  0.1104
H -2.56 -0.96 -1.26  0.0817

# 6
DFT (ωB97M-V/def2-TZVPD) results for 2 unconnected molecules or ions with the total composition C4H9NO2P.

Summary:
- Frontier orbital gap: 7.40 eV
- Net charge: -1
- Lowest unoccupied orbital energy: 0.1404 hartree
- Molecular weight: 134.1 g/mol
- Electronic energy: -19168.2417 eV
- Multiplicity: 1
- ΔE to the lowest compared entry with this formula, charge and spin: 53.94 kcal per mole

Each line ends with the Löwdin charge.
CARTESIAN COORDINATES (ANGSTROEM)
C -1.19 -0.58 -0.72  -0.0613
C 0.32 -3.04 0.73  -0.3059
C 1.06 1.81 0.38  -0.1122
C -0.37 1.54 -0.09  -0.4036
N -0.46 0.49 -0.92  -0.1067
O 2.31 -1.12 0.84  -0.3986
O 0.32 -0.90 2.45  -0.4202
P 0.99 -1.58 1.30  0.3349
H -1.12 -1.24 -1.60  0.0688
H -1.86 -0.73 0.07  0.0447
H -0.66 -3.28 1.20  -0.0317
H 0.56 -3.31 -0.29  -0.0447
H 1.78 1.69 -0.44  0.0838
H 0.89 2.77 0.84  0.0515
H 1.29 1.06 1.14  0.0263
H -1.14 1.32 0.78  0.1320
H -0.71 2.45 -0.82  0.1428

# 7
DFT (ωB97M-V/def2-TZVPD) results for a single C4H9NO2S molecule.

Summary:
- Frontier orbital gap: 10.39 eV
- Net charge: 0
- Lowest unoccupied orbital energy: 0.0249 hartree
- Molecular weight: 135.2 g/mol
- Electronic energy: -20712.4052 eV
- Multiplicity: 1
- ΔE to the lowest compared entry with this formula, charge and spin: 60.60 kcal per mole

Each line ends with the Löwdin charge.
CARTESIAN COORDINATES (ANGSTROEM)
C -1.75 0.03 -0.11  -0.5776
C -2.00 0.04 1.39  0.0040
C 2.63 0.37 -0.42  -0.1642
C 1.18 0.19 -0.66  -0.3830
N -2.41 0.72 -0.95  0.1665
O -1.01 -1.02 -0.54  -0.3286
O 0.89 -1.81 1.18  -0.4522
S 0.57 -1.53 -0.20  0.9790
H -1.04 -0.29 1.87  0.0882
H -2.90 -0.54 1.41  0.0861
H -2.33 1.02 1.63  0.0682
H 2.90 1.39 -0.91  0.1193
H 3.19 -0.49 -0.62  0.0485
H 2.79 0.46 0.68  0.0879
H 0.99 0.18 -1.77  0.1027
H 0.55 0.95 -0.13  0.1078
H -2.25 0.33 -1.85  0.0476

# 8
DFT (ωB97M-V/def2-TZVPD) results for a single C4H9NO2S molecule.

Summary:
- Frontier orbital gap: 11.17 eV
- Net charge: 0
- Lowest unoccupied orbital energy: 0.0218 hartree
- Molecular weight: 135.2 g/mol
- SMILES: C=C[C@H](C)S(N)(=O)=O
- Electronic energy: -20711.8553 eV
- Multiplicity: 1
- ΔE to the lowest compared entry with this formula, charge and spin: 73.28 kcal per mole

Each line ends with the Löwdin charge.
CARTESIAN COORDINATES (ANGSTROEM)
C 1.82 -1.17 -0.44  -0.0298
C 1.28 -0.33 0.38  -0.1196
C 0.00 0.68 -0.20  -0.3486
C 0.00 2.14 0.37  -0.0608
S -1.58 -0.18 0.05  0.6517
N -1.28 -1.86 -0.21  -0.0629
O -2.05 -0.03 1.45  -0.3378
O -2.43 0.31 -1.02  -0.3216
H 2.71 -1.64 0.00  0.0782
H 1.29 -1.33 -1.39  0.0720
H 1.65 0.01 1.31  0.0810
H 0.06 0.63 -1.22  0.0607
H 1.12 2.39 0.47  0.1142
H -0.55 2.64 -0.37  0.0581
H -0.48 2.15 1.35  0.0728
H -0.91 -2.36 0.53  0.0290
H -0.68 -2.04 -1.03  0.0635

# 9
DFT (ωB97M-V/def2-TZVPD) results for 2 unconnected molecules or ions with the total composition C4H9NO2S.

Summary:
- Frontier orbital gap: 4.69 eV
- Net charge: 0
- Lowest unoccupied orbital energy: -0.1279 hartree
- Molecular weight: 135.2 g/mol
- Electronic energy: -20708.1205 eV
- Multiplicity: 1
- ΔE to the lowest compared entry with this formula, charge and spin: 159.40 kcal per mole

Each line ends with the Löwdin charge.
CARTESIAN COORDINATES (ANGSTROEM)
O -0.49 -1.13 -1.80  0.0458
C -0.24 -0.26 -0.91  -0.5912
N 0.32 -0.58 0.29  0.1867
C 0.05 -1.98 0.76  -0.2474
O -0.83 -2.62 -0.01  -0.0720
C -0.91 1.12 -1.02  0.0084
C 0.52 1.06 -1.45  0.0542
S 0.68 1.92 1.88  0.1991
H 0.57 0.34 0.81  -0.0844
H -0.39 -1.79 1.75  0.1562
H 1.03 -2.48 0.86  0.1407
H -0.93 -2.12 -1.01  0.0961
H -1.01 1.75 -0.14  0.0639
H -1.69 1.15 -1.77  0.1351
H 1.00 1.91 -0.98  0.0958
H 0.71 0.99 -2.51  0.1254
H 1.01 1.27 3.01  -0.3125

# 10
DFT (ωB97M-V/def2-TZVPD) results for 2 unconnected molecules or ions with the total composition C4H9NO2S2.

Summary:
- Frontier orbital gap: 7.46 eV
- Net charge: 0
- Lowest unoccupied orbital energy: 0.0131 hartree
- Molecular weight: 167.3 g/mol
- Electronic energy: -31546.8921 eV
- Multiplicity: 1
- ΔE to the lowest compared entry with this formula, charge and spin: 55.73 kcal per mole

Each line ends with the Löwdin charge.
CARTESIAN COORDINATES (ANGSTROEM)
C 2.01 -2.56 2.78  -0.5592
C -1.07 1.80 -0.22  -0.0505
C -0.20 0.61 -0.78  -0.2078
C 0.76 -1.62 0.30  -0.9934
N 0.47 -0.14 0.31  -0.1958
O 2.66 -3.40 2.44  0.2350
O 1.41 -1.74 3.26  0.2090
S 1.91 -1.85 -1.21  0.5454
S -0.86 -2.43 0.00  0.5757
H -1.78 1.80 -1.01  0.0577
H -1.70 1.66 0.67  0.0866
H -0.59 2.73 -0.15  0.0528
H 0.57 1.04 -1.49  0.1352
H -0.72 -0.18 -1.20  0.0426
H 1.39 0.29 0.59  0.1669
H -0.10 -0.06 1.20  0.1528
H 2.95 -2.05 -0.27  -0.1349
H -0.47 -3.71 0.33  -0.1181

# 11
DFT (ωB97M-V/def2-TZVPD) results for 2 unconnected molecules or ions with the total composition C4H9NO3.

Summary:
- Frontier orbital gap: 10.50 eV
- Net charge: 0
- Lowest unoccupied orbital energy: 0.0134 hartree
- Molecular weight: 119.1 g/mol
- SMILES: [H]/N=C(/O)C(C)=O.CO
- Electronic energy: -11925.8796 eV
- Multiplicity: 1
- ΔE to the lowest compared entry with this formula, charge and spin: 38.32 kcal per mole

Each line ends with the Löwdin charge.
CARTESIAN COORDINATES (ANGSTROEM)
H -1.93 0.67 1.67  0.0627
N -2.00 -0.18 1.13  0.1761
C -1.34 -0.12 0.04  -0.4559
O -1.31 -1.16 -0.79  0.0752
C -0.53 1.09 -0.39  -0.3972
C -0.10 1.11 -1.82  -0.0028
O -0.35 1.99 0.41  0.0694
H -1.81 -1.89 -0.39  0.1273
H 0.27 2.10 -2.09  0.0937
H -0.93 0.82 -2.47  0.0928
H 0.69 0.38 -1.94  0.0904
C 1.56 -1.17 1.18  -0.1425
O 1.59 0.00 0.38  -0.1401
H 0.73 -1.15 1.89  0.0797
H 1.43 -2.01 0.50  0.0845
H 2.50 -1.29 1.73  0.0790
H 1.55 0.80 0.95  0.1077

# 12
DFT (ωB97M-V/def2-TZVPD) results for 2 unconnected molecules or ions with the total composition C4H9NO3.

Summary:
- Frontier orbital gap: 10.45 eV
- Net charge: 0
- Lowest unoccupied orbital energy: 0.0255 hartree
- Molecular weight: 119.1 g/mol
- SMILES: CCC(N)=O.O=CO
- Electronic energy: -11925.6518 eV
- Multiplicity: 1
- ΔE to the lowest compared entry with this formula, charge and spin: 43.58 kcal per mole

Each line ends with the Löwdin charge.
CARTESIAN COORDINATES (ANGSTROEM)
C 0.00 -1.86 -0.22  -0.1204
C -0.94 -0.83 -0.81  -0.1649
C -0.47 0.79 -0.97  -0.5873
N 0.77 0.92 -1.52  0.1569
O -1.34 1.64 -1.01  0.0492
H -0.27 -2.87 -0.56  0.0777
H 1.04 -1.66 -0.48  0.0717
H -0.09 -1.86 0.87  0.0699
H -1.96 -0.88 -0.40  0.1114
H -1.08 -1.05 -1.87  0.1066
H 1.53 0.43 -1.08  0.0895
H 1.02 1.89 -1.70  0.1154
O 1.57 0.98 1.43  0.0380
C 0.37 0.94 1.58  -0.3768
O -0.22 1.35 2.72  0.0779
H -0.42 0.33 0.74  0.1573
H 0.49 1.73 3.27  0.1280